The following is a quantum chemistry calculation of a single C9H19Cl3Si molecule, from the OMol25 dataset.

```
32
Properties=species:S:1:pos:R:3:forces:R:3:mulliken_charge:R:1
C -2.994540 1.158074 4.505250 -0.48 -2.26 0.21 -1.196
C -2.581408 0.316249 3.300690 0.19 -1.07 -1.01 -0.606
C -1.149026 0.637724 2.843423 -1.31 0.67 -2.07 -0.347
C -0.647297 -0.176292 1.666351 1.83 -1.18 -0.99 -0.569
C 0.514368 0.533145 0.862502 0.81 0.72 0.47 -0.990
C 1.238780 -0.353051 -0.200838 0.23 -0.84 1.70 -0.527
C 0.366598 -0.892467 -1.321140 -0.29 0.43 -0.29 -0.747
C 1.110047 -1.104627 -2.640434 -0.42 -0.71 -0.36 -1.262
C 1.578966 0.117287 -3.382090 0.43 0.45 -0.93 -0.415
Si 2.475044 -0.199677 -5.074805 -1.77 -0.81 0.01 0.675
Cl 4.459359 0.222616 -5.012433 -0.12 0.22 -0.08 -0.212
Cl 1.536436 0.696577 -6.797194 0.88 -0.68 1.51 -0.259
Cl 2.334282 -2.295670 -5.268427 0.21 0.87 -0.42 -0.277
H -2.968453 2.213742 4.416310 0.32 0.99 -0.53 0.349
H -2.323146 0.837656 5.308683 -0.27 0.34 0.22 0.291
H -4.024351 0.887098 4.765564 0.18 0.09 0.27 0.350
H -3.296370 0.302242 2.444149 0.48 1.05 0.29 0.388
H -2.641801 -0.778977 3.452943 0.18 0.33 1.00 0.361
H -0.390400 0.469903 3.604943 -0.22 0.87 0.40 0.341
H -1.261163 1.653091 2.382720 0.78 -0.16 1.18 0.188
H -0.201360 -1.111651 2.068434 -0.28 0.21 -0.26 0.281
H -1.389569 -0.517025 0.921575 -0.10 0.43 0.46 0.349
H 1.322500 0.982588 1.521977 -0.84 -1.01 -0.13 0.343
H 0.140638 1.473410 0.457898 -0.47 -0.07 -0.60 0.424
H 1.665671 -1.160192 0.449952 -0.31 0.10 -0.80 0.252
H 2.140793 0.068601 -0.653379 -0.22 0.67 0.29 0.383
H -0.184216 -1.789941 -1.046951 0.22 -0.24 0.08 0.328
H -0.413821 -0.153369 -1.461181 -0.35 0.33 -0.34 0.370
H 0.563056 -1.695176 -3.359324 -0.90 -0.17 0.07 0.594
H 1.937920 -1.745626 -2.494722 1.19 -0.71 0.60 0.473
H 2.343265 0.609568 -2.819841 0.56 0.64 0.52 0.281
H 0.739199 0.794167 -3.440605 -0.14 0.49 -0.49 0.385
```
Forces are in eV/Å.

Values from the calculation:
- Total energy: -2024.52390 a.u.
- Highest occupied orbital energy: -0.397 hartree
- Maximum force: 2.5 eV/A
- Kohn-Sham gap: 11.268 eV
- SMILES: CCCCCCCCC[Si](Cl)(Cl)Cl
- Net charge: 0
- Multiplicity: 1

=====

The following is a quantum chemistry calculation of 2 unconnected molecules or ions with the total composition C9H19ClSi, from the OMol25 dataset.

```
30
Properties=species:S:1:pos:R:3:forces:R:3:mulliken_charge:R:1
C 1.095346 -3.664502 1.117290 -0.43 -0.38 0.41 -0.423
C 1.784131 -2.830587 0.398240 -0.26 1.11 -0.35 -0.405
C -0.382143 2.171826 1.883582 -0.09 -0.06 -0.12 -1.501
C 1.050080 0.295130 2.702791 0.09 -0.16 -0.15 -1.477
C 0.215129 0.104105 -2.869841 0.16 -0.01 0.20 -1.909
C -1.614179 -0.808926 -1.455727 0.23 0.01 0.24 -1.741
C -1.324634 1.663420 -1.683526 0.21 0.02 0.26 -1.730
C -0.019719 0.698033 1.692198 0.03 0.13 -0.33 0.631
C -0.593265 0.320067 -1.591814 0.01 0.16 0.08 1.755
Si 0.606574 0.327017 -0.083565 -0.36 -1.53 0.37 0.234
Cl 2.164197 1.596188 -0.473723 0.29 0.32 -0.06 -0.348
H 1.412512 -4.690899 1.317901 0.16 0.09 -0.13 0.259
H 0.153390 -3.401748 1.575718 -0.19 0.12 0.06 0.215
H 2.716903 -2.962357 -0.111645 0.32 0.09 -0.20 0.279
H -1.241282 2.457226 1.282150 -0.08 0.12 -0.07 0.291
H -0.627718 2.356905 2.928713 -0.04 0.04 0.11 0.447
H 0.454004 2.815699 1.619356 0.07 0.10 -0.02 0.321
H 1.323952 -0.749986 2.578488 0.09 -0.11 0.08 0.290
H 0.694559 0.449465 3.721632 -0.04 0.03 0.06 0.427
H 1.947406 0.896136 2.562672 0.11 0.05 0.04 0.328
H 0.717886 -0.859434 -2.847318 0.11 -0.14 -0.05 0.416
H -0.438406 0.125728 -3.741471 -0.15 0.00 -0.06 0.442
H 0.967793 0.876848 -2.993678 0.12 0.11 -0.09 0.418
H -2.305023 -0.797964 -2.299464 -0.05 0.04 -0.09 0.441
H -2.196070 -0.711541 -0.541652 -0.15 -0.02 0.12 0.402
H -1.111175 -1.772544 -1.435605 0.00 -0.19 0.01 0.399
H -0.620269 2.495627 -1.706179 -0.01 0.10 -0.02 0.386
H -1.919633 1.703492 -2.595235 -0.09 -0.03 -0.13 0.453
H -1.996784 1.800996 -0.837976 -0.08 0.08 0.05 0.352
H -0.913561 0.096581 1.887691 0.00 -0.10 -0.22 0.347
```
Forces are in eV/Å.

Values from the calculation:
- Total energy: -1103.91248 a.u.
- Highest occupied orbital energy (spin up / spin down): -0.316 / -0.262 hartree
- Maximum force: 1.6 eV/A
- Kohn-Sham gap (spin up / spin down): 8.525 / 7.125 eV
- Net charge: 0
- Multiplicity: 1

=====

The following is a quantum chemistry calculation of 2 unconnected molecules or ions with the total composition C9H19F, from the OMol25 dataset.

```
29
Properties=species:S:1:pos:R:3:forces:R:3:mulliken_charge:R:1
C -0.806053 1.381865 -1.330293 -0.09 0.01 0.00 -1.207
C -0.089132 0.286535 -1.533520 -0.17 -0.11 -0.01 0.743
C 1.354695 0.358671 -1.931905 0.05 0.10 0.08 -1.403
C -0.707499 -1.086363 -1.393428 0.01 -0.05 -0.03 0.727
C 0.133478 -2.022235 -0.523823 -0.19 0.16 -0.05 -1.290
C -0.931895 -1.696636 -2.779442 -0.05 0.05 0.19 -1.614
H -0.389466 2.365972 -1.452029 0.17 0.25 -0.06 0.301
H -1.840538 1.335844 -1.028411 -0.19 -0.08 0.07 0.316
H 1.636021 -0.475894 -2.571390 0.08 -0.02 -0.04 0.311
H 1.559751 1.287696 -2.460432 0.06 0.01 0.01 0.468
H 1.989281 0.336017 -1.042085 0.06 -0.08 -0.04 0.248
H -1.686909 -0.966421 -0.918013 0.04 0.05 -0.02 0.369
H 1.097886 -2.220310 -0.984582 0.15 -0.05 -0.03 0.283
H -0.380479 -2.972884 -0.393900 0.00 -0.09 0.02 0.462
H 0.303925 -1.588925 0.459475 0.06 0.00 0.13 0.143
H -1.514199 -1.018407 -3.396382 -0.08 0.03 -0.13 0.369
H 0.015212 -1.891035 -3.278091 0.09 -0.04 -0.09 0.318
H -1.468912 -2.638599 -2.695001 -0.04 -0.13 -0.03 0.447
C -0.906438 1.741047 2.797837 0.39 -0.09 -0.30 -1.392
C 0.310844 1.148248 2.104171 -0.42 -0.50 0.21 1.666
C 1.041666 0.132169 2.969560 -0.09 0.26 -0.33 -1.469
F 1.190775 2.178811 1.802200 0.36 0.42 -0.07 -0.348
H -0.604232 2.238115 3.715866 0.02 0.03 0.14 0.368
H -1.611310 0.950470 3.034651 -0.15 -0.09 0.05 0.341
H -1.389853 2.467106 2.151394 -0.09 0.08 -0.07 0.360
H 0.029765 0.715793 1.133721 -0.01 0.01 0.28 -0.621
H 1.352241 0.597451 3.903159 0.01 0.00 0.09 0.403
H 0.385668 -0.707715 3.188704 -0.03 -0.08 0.04 0.351
H 1.925707 -0.236388 2.451988 0.04 -0.04 -0.01 0.351
```
Forces are in eV/Å.

Values from the calculation:
- Total energy: -454.16587 a.u.
- Highest occupied orbital energy: -0.340 hartree
- Maximum force: 0.7 eV/A
- Kohn-Sham gap: 10.174 eV
- SMILES: C=C(C)C(C)C.CC(C)F
- Net charge: 0
- Multiplicity: 1

=====

The following is a quantum chemistry calculation of a molecular structure, C9H19F6N4O3W, from the OMol25 dataset.

```
42
Properties=species:S:1:pos:R:3:forces:R:3:mulliken_charge:R:1
W -0.263554 -0.471913 0.492041 0.06 1.06 0.03 2.355
C -1.120283 4.192186 1.484517 -0.54 0.33 -0.07 -0.636
O 0.215680 3.588357 1.535981 0.10 -0.03 0.05 -0.368
C 0.417683 2.375000 1.248113 0.50 -0.18 -0.06 0.794
O -0.466068 1.549630 0.855702 -0.24 -0.59 -0.21 -0.649
N 1.685918 1.939643 1.334199 -0.14 0.17 0.13 -0.135
N 1.892534 0.555468 1.181330 -0.28 -0.13 -0.03 -0.700
H -1.078567 5.033011 2.167221 0.10 -0.05 0.05 0.295
H -1.876180 3.476744 1.794110 0.11 -0.08 0.04 0.297
H -1.308343 4.550821 0.475688 0.14 -0.08 -0.03 0.326
H 2.411754 2.522353 1.738622 0.04 0.01 0.01 0.295
H 2.111185 0.163264 2.099489 0.05 -0.10 0.09 0.375
H 2.736770 0.445162 0.622111 0.00 -0.15 -0.20 0.332
N 1.027639 -2.085148 -0.300264 -0.53 -0.08 -0.06 -0.653
C 0.359990 -2.770383 -1.484499 -0.09 -0.06 -0.49 -0.598
C 0.168729 -1.824458 -2.663213 -0.03 0.10 0.26 -0.601
C -0.972494 -0.829591 -2.499019 0.15 -0.25 -0.31 -0.624
N -0.610576 0.272755 -1.537347 -0.23 -0.63 0.26 -0.740
H 1.960164 -1.835300 -0.629031 0.06 0.25 0.09 0.374
H 1.192160 -2.817118 0.396449 -0.01 0.06 0.15 0.361
H -0.593951 -3.178922 -1.153440 0.04 0.00 0.08 0.284
H 0.983959 -3.609627 -1.791975 0.08 0.01 0.16 0.532
H -0.044028 -2.436402 -3.540468 -0.01 -0.01 0.00 0.413
H 1.104219 -1.297705 -2.886081 0.00 -0.04 -0.10 0.271
H -1.872852 -1.319637 -2.124717 -0.01 0.05 0.03 0.322
H -1.214426 -0.392189 -3.467785 -0.03 0.13 0.08 0.496
H -1.421847 0.890314 -1.466165 -0.01 0.10 0.06 0.345
H 0.113552 0.842257 -1.973621 0.18 0.03 0.12 0.368
C -4.047755 -0.819365 2.263164 0.06 0.10 -0.24 -1.546
C -2.628576 -1.234250 1.925741 0.04 -0.80 0.75 0.652
O -2.129991 -0.646817 0.734550 0.76 0.39 -0.33 -0.443
C -1.657380 -0.804916 3.056539 -0.29 0.79 0.16 0.475
F -1.542135 0.521866 3.058618 -0.12 -0.11 0.20 -0.172
F -0.304214 -1.217263 2.651970 -0.05 0.37 -0.36 -0.352
F -1.855466 -1.229126 4.247617 0.03 -0.42 -0.10 -0.180
C -2.491959 -2.764771 1.696327 0.46 0.22 -0.47 0.759
F -1.201861 -2.920345 1.107514 -0.25 -0.28 0.06 -0.215
F -3.343363 -3.205577 0.809777 -0.07 0.00 0.02 -0.220
F -2.504446 -3.478584 2.782377 -0.04 -0.01 0.12 -0.187
H -4.087613 0.247749 2.475747 -0.01 -0.01 0.02 0.422
H -4.415562 -1.372541 3.127648 0.04 -0.03 0.02 0.432
H -4.687866 -1.032256 1.408299 -0.01 -0.03 0.02 0.444
```
Forces are in eV/Å.

Values from the calculation:
- Total energy: -1464.36789 a.u.
- Highest occupied orbital energy (spin up / spin down): -0.752 / -0.796 hartree
- Expectation value of S²: 2.0101
- Maximum force: 1.1 eV/A
- Kohn-Sham gap (spin up / spin down): 8.665 / 9.817 eV
- Net charge: +3
- Multiplicity: 3

=====

The following is a quantum chemistry calculation of a gas-phase ion, C9H19IN3OS (charge +1), from the OMol25 dataset.

```
34
Properties=species:S:1:pos:R:3:forces:R:3:mulliken_charge:R:1
N 0.548609 -2.154461 2.644043 -0.02 -0.13 -0.11 -0.467
C -0.744545 -1.539081 2.367387 0.02 0.07 0.00 -0.877
C -1.242818 -1.947793 0.983787 0.01 0.04 -0.02 0.067
O -2.000227 -3.143296 1.087453 0.04 -0.04 0.06 -0.562
C -2.100514 -0.846992 0.343224 0.04 0.11 0.03 -1.266
C -1.286987 0.044826 -0.577260 0.24 -0.01 -0.03 0.027
N -0.042665 0.583765 0.017674 -0.30 0.23 0.11 0.237
C 0.463013 1.610172 -0.598375 0.04 -0.06 0.05 0.323
C 1.806849 2.188242 -0.310021 0.02 0.07 0.02 -0.939
C 2.845448 1.887434 -1.417198 0.01 0.00 -0.01 -0.422
C 3.801810 0.736172 -1.143528 0.03 0.09 -0.01 -1.032
I 2.907908 -1.070030 -0.430540 0.06 -0.10 -0.02 0.081
S -0.562682 2.270933 -1.792585 -0.03 0.12 -0.01 -0.086
C -1.988138 1.296407 -1.094934 -0.15 0.05 0.00 -0.365
N -3.026994 1.163724 -2.052861 0.06 -0.21 -0.02 -0.521
H 0.734628 -2.201887 3.638674 0.03 0.11 -0.02 0.253
H 0.546100 -3.115222 2.317760 -0.02 -0.02 0.09 0.209
H -0.631433 -0.449503 2.412036 0.00 0.00 0.07 0.322
H -1.531322 -1.791812 3.085964 -0.05 -0.04 -0.04 0.396
H -0.362738 -2.121703 0.348223 -0.02 -0.01 -0.02 0.518
H -1.573785 -3.859417 0.609710 -0.02 0.01 -0.03 0.379
H -2.599995 -0.254401 1.115033 -0.02 0.00 -0.01 0.356
H -2.873593 -1.321799 -0.260432 -0.01 0.01 0.00 0.325
H -0.958148 -0.523403 -1.459669 -0.02 -0.14 0.07 0.241
H 0.466492 0.118355 0.763226 0.11 -0.15 -0.17 0.211
H 1.664338 3.267432 -0.248953 0.03 0.01 0.05 0.383
H 2.159078 1.842305 0.662962 0.00 -0.05 -0.01 0.435
H 3.467339 2.778158 -1.521662 0.00 0.01 -0.06 0.368
H 2.346925 1.752289 -2.377887 -0.04 -0.06 0.02 0.350
H 4.328759 0.456065 -2.049499 0.03 0.02 -0.01 0.455
H 4.532337 1.002960 -0.385372 -0.03 -0.04 0.05 0.436
H -2.349556 1.896060 -0.255661 -0.04 -0.04 0.01 0.604
H -2.824183 0.499659 -2.790513 0.01 0.01 0.01 0.267
H -3.919311 0.945845 -1.630210 -0.02 0.12 -0.02 0.293
```
Forces are in eV/Å.

Values from the calculation:
- Total energy: -1289.49751 a.u.
- Highest occupied orbital energy: -0.456 hartree
- Maximum force: 0.4 eV/A
- Kohn-Sham gap: 8.731 eV
- Net charge: +1
- Multiplicity: 1

=====

The following is a quantum chemistry calculation of 2 unconnected molecules or ions with the total composition C9H19N2, from the OMol25 dataset.

```
30
Properties=species:S:1:pos:R:3:forces:R:3:mulliken_charge:R:1
C 2.611490 1.539924 -1.263187 -0.06 0.58 -0.36 -0.861
C 2.687340 0.474562 -0.563617 -0.33 -0.75 0.47 0.821
C -0.517659 0.330831 -0.011010 0.75 0.25 0.06 -0.299
C -1.423219 2.623957 -0.098893 0.00 -0.07 0.10 -1.081
C -3.490418 -1.823063 -0.628078 0.07 0.19 0.09 -1.458
C 2.831513 -1.880632 -0.458036 0.04 -1.05 -0.57 -0.939
C 2.744922 -0.485707 1.585044 -0.01 0.26 1.17 -0.781
C -0.977096 1.491709 0.832864 -0.20 -0.31 -0.03 -0.368
C -2.820638 -0.676941 0.111057 -0.42 0.06 0.25 -0.290
N -1.411944 -0.565963 -0.287150 0.00 -0.32 -0.25 0.002
N 2.762495 -0.566212 0.136860 0.17 1.06 -0.69 0.100
H 3.473986 2.099331 -1.592498 0.31 -0.12 0.09 0.301
H 1.647499 1.931813 -1.554991 -0.25 -0.19 0.09 0.258
H -0.589290 2.988654 -0.693143 0.04 0.05 -0.11 0.266
H -2.204662 2.285295 -0.775973 -0.05 0.03 -0.09 0.255
H -1.815277 3.449866 0.486642 -0.02 0.12 0.00 0.363
H -2.994245 -2.768240 -0.416892 0.04 -0.11 0.01 0.390
H -4.526166 -1.911071 -0.310872 -0.05 -0.03 0.00 0.387
H -3.480217 -1.649167 -1.702006 0.00 -0.02 -0.10 0.381
H 3.755019 -2.377126 -0.152275 -0.07 0.12 0.03 0.381
H 1.982464 -2.474026 -0.112131 0.04 0.14 0.01 0.361
H 2.800845 -1.812540 -1.544782 0.01 0.09 0.13 0.372
H 1.975099 0.213484 1.909998 -0.01 -0.08 -0.13 0.254
H 2.533431 -1.468729 1.998662 -0.02 0.02 -0.11 0.350
H 3.710179 -0.144397 1.961106 -0.01 -0.08 -0.11 0.361
H -0.138600 1.848113 1.437131 -0.07 -0.04 -0.01 0.192
H -1.799223 1.243970 1.513515 0.02 0.00 0.04 0.403
H -2.869691 -0.845266 1.191571 -0.03 0.08 -0.11 0.286
H -3.332426 0.261711 -0.112545 0.06 -0.04 0.08 0.288
H -1.125501 -1.334150 -0.886358 0.02 0.16 0.06 0.306
```
Forces are in eV/Å.

Values from the calculation:
- Total energy: -463.46549 a.u.
- Highest occupied orbital energy: -0.410 hartree
- Maximum force: 1.3 eV/A
- Kohn-Sham gap: 7.762 eV
- Net charge: +1
- Multiplicity: 1